Molecular formula: C25H52N2O2P2Re
Method: DFT, ωB97M-V/def2-TZVPD

Positions of all 84 atoms, in Å:
Re: 0.49 2.22 0.09
C: 1.43 0.70 -0.65
O: 1.96 -0.26 -1.07
C: -1.15 1.18 0.05
O: -2.13 0.53 0.05
P: 0.05 -3.86 1.70
C: 1.15 -3.39 3.07
H: 1.23 -4.31 3.68
C: -1.61 -4.29 2.28
H: -1.84 -3.44 2.95
C: 0.86 -5.00 0.55
H: 1.91 -4.66 0.53
C: 0.31 2.30 -3.54
P: 0.11 3.16 -1.90
H: 0.92 5.27 -2.71
H: 1.36 1.96 -3.50
C: -1.51 4.12 -2.08
H: -1.37 4.66 -3.03
C: -2.66 -4.29 1.16
H: -2.49 -5.11 0.45
H: -2.67 -3.34 0.61
H: -3.65 -4.43 1.60
C: -1.66 -5.56 3.11
H: -2.67 -5.67 3.53
H: -0.96 -5.55 3.95
H: -1.46 -6.46 2.51
C: 0.86 -6.46 1.02
H: 1.33 -6.58 2.00
H: 1.45 -7.06 0.31
H: -0.15 -6.88 1.05
C: 0.31 -4.86 -0.88
H: 0.92 -5.46 -1.56
H: 0.36 -3.82 -1.21
H: -0.73 -5.21 -0.96
C: 2.54 -2.98 2.57
H: 3.10 -3.82 2.16
H: 3.11 -2.56 3.41
H: 2.47 -2.20 1.79
C: 0.51 -2.28 3.93
H: 0.33 -1.37 3.33
H: 1.20 -2.02 4.74
H: -0.44 -2.59 4.38
C: 0.15 3.26 -4.73
H: 0.85 4.09 -4.71
H: -0.87 3.66 -4.80
H: 0.34 2.70 -5.66
C: -0.58 1.07 -3.68
H: -1.57 1.32 -4.11
C: 1.56 5.20 -0.64
H: -0.72 0.53 -2.73
H: -0.09 0.38 -4.38
C: 2.72 4.03 -2.59
H: 1.35 4.48 0.19
H: 2.61 5.49 -0.51
H: 0.91 6.06 -0.49
C: 1.39 4.55 -2.01
H: 3.50 4.79 -2.41
H: 2.68 3.84 -3.67
H: 3.02 3.10 -2.08
C: -1.70 5.11 -0.93
H: -1.40 4.68 0.04
H: -2.76 5.38 -0.85
H: -1.13 6.03 -1.08
C: -2.72 3.18 -2.21
H: -2.68 2.54 -3.10
H: -3.63 3.80 -2.26
H: -2.80 2.52 -1.34
H: 2.16 2.58 0.47
H: -0.14 -2.66 1.00
C: -2.48 4.47 4.03
C: -1.27 3.79 3.56
C: -0.06 3.47 4.17
C: 0.69 2.72 3.25
N: -0.01 2.68 2.08
N: -1.21 3.30 2.31
C: 1.94 1.97 3.45
H: -2.34 4.81 5.06
H: -2.72 5.35 3.41
H: -3.35 3.80 4.01
H: 0.21 3.70 5.18
H: -1.97 3.33 1.64
H: 2.80 2.65 3.61
H: 1.86 1.33 4.34
H: 2.15 1.33 2.58

Orbital gap (spin up / spin down): 6.22 / 3.55 eV
Charge: +4
LUMO (spin up / spin down): -0.51034 / -0.60855 Ha
Energy above the lowest of the compared OMol25 structures with the same formula, charge and spin: 0.00 kJ/mol
Spin multiplicity: 4

Mulliken atomic charge list, values in e, 4 entries: atom 1 (Re): -0.044, atom 2 (C): 0.938, atom 3 (O): -0.354, atom 4 (C): 0.463

Molecular formula: C5H13BF2NO5S2
Method: DFT, ωB97M-V/def2-TZVPD

Positions of all 29 atoms, in Å:
C: -0.22 4.19 1.26
C: -0.96 3.13 0.45
C: -1.90 2.24 1.32
B: -0.98 1.15 1.97
C: -0.84 -0.29 1.38
O: 0.41 -0.94 1.58
C: 1.47 -0.36 0.83
H: 0.25 4.93 0.60
H: 0.58 3.76 1.87
H: -0.89 4.72 1.93
H: -0.24 2.51 -0.09
H: -1.56 3.61 -0.33
H: -2.66 1.81 0.66
H: -2.40 2.88 2.05
H: -0.32 1.42 2.93
H: -1.14 -0.37 0.32
H: -1.58 -0.90 1.92
H: 1.83 -1.07 0.08
H: 2.28 -0.08 1.50
H: 1.13 0.53 0.29
N: 1.04 -3.96 -1.92
S: -0.25 -4.48 -2.67
O: 0.01 -5.04 -3.96
O: -1.42 -3.66 -2.50
F: -0.50 -5.72 -1.73
S: 1.82 -2.69 -2.40
O: 3.02 -2.57 -1.64
O: 1.01 -1.52 -2.61
F: 2.31 -3.07 -3.87

Orbital gap: 9.01 eV
Charge: -1
LUMO: 0.09554 Ha

natural (NBO) atomic charge list, values in e, 4 entries: atom 1 (C): -0.608, atom 2 (C): -0.379, atom 3 (C): -0.777, atom 4 (B): 0.664

Molecular formula: C21H22O8
Method: DFT, ωB97M-V/def2-TZVPD

Positions of all 51 atoms, in Å:
C: 7.29 0.62 0.01
H: 7.06 1.33 -0.79
O: 6.57 -0.58 -0.13
C: 5.21 -0.61 -0.09
C: 4.67 -1.89 -0.23
C: 3.31 -2.12 -0.20
C: 2.44 -1.06 -0.03
C: 2.97 0.23 0.10
C: 4.33 0.47 0.08
O: 4.86 1.73 0.21
C: 3.98 2.82 0.36
H: 4.62 3.70 0.43
H: 3.38 2.73 1.27
H: 3.31 2.93 -0.51
H: 2.28 1.04 0.24
C: 0.98 -1.23 0.00
C: 0.33 -2.41 0.08
C: -1.12 -2.51 0.10
O: -1.69 -3.59 0.14
C: -1.81 -1.20 0.08
C: -1.03 -0.04 0.02
C: -1.62 1.23 0.02
C: -3.01 1.33 0.06
C: -3.81 0.18 0.07
C: -3.22 -1.10 0.09
O: -3.87 -2.26 0.15
C: -5.28 -2.36 0.20
H: -5.47 -3.43 0.33
H: -5.69 -1.80 1.04
H: -5.74 -2.03 -0.73
O: -5.18 0.33 0.12
C: -5.78 0.89 -1.04
H: -5.60 0.25 -1.91
H: -5.40 1.89 -1.24
H: -6.84 0.94 -0.82
O: -3.64 2.55 0.06
C: -3.33 3.41 1.14
H: -3.68 2.98 2.09
H: -2.26 3.61 1.21
H: -3.86 4.34 0.95
O: -0.79 2.34 -0.01
C: -0.79 3.03 -1.25
H: -0.40 2.39 -2.05
H: -0.14 3.89 -1.11
H: -1.80 3.37 -1.52
O: 0.32 -0.05 -0.03
H: 0.87 -3.34 0.12
H: 2.95 -3.13 -0.33
H: 5.37 -2.70 -0.36
H: 8.34 0.33 -0.06
H: 7.11 1.09 0.97

Orbital gap: 8.22 eV
LUMO: 0.01106 Ha
SMILES: COc1ccc(-c2cc(=O)c3c(OC)c(OC)c(OC)c(OC)c3o2)cc1OC
Energy above the lowest of the compared OMol25 structures with the same formula, charge and spin: 361.96 kJ/mol

natural (NBO) atomic charge list, values in e, 4 entries: atom 1 (C): -0.241, atom 2 (H): 0.183, atom 3 (O): -0.491, atom 4 (C): 0.269

Molecular formula: C36H62IInO64S15
Method: DFT, ωB97M-V/def2-TZVPD

Positions of all 179 atoms, in Å:
In: -18.12 18.09 5.99
C: -14.42 15.08 8.20
C: -13.42 15.14 9.25
C: -13.44 16.51 10.12
O: -12.84 16.69 11.17
C: -14.41 17.56 9.75
C: -15.33 17.32 8.74
C: -15.28 16.05 7.91
O: -16.11 15.97 6.90
O: -16.25 18.26 8.64
O: -12.65 14.20 9.60
H: -14.33 14.24 7.53
H: -14.37 18.48 10.31
I: -20.57 15.55 7.40
C: -9.23 17.85 11.93
C: -8.91 19.24 12.39
O: -8.02 19.90 11.57
S: -7.75 18.99 10.29
O: -6.45 18.34 10.29
O: -8.12 19.77 9.13
O: -9.07 18.05 10.58
H: -10.32 17.74 11.96
H: -8.61 16.99 12.20
H: -8.36 19.22 13.33
H: -9.72 19.92 12.66
C: -14.20 22.90 8.18
C: -14.55 22.02 9.33
O: -15.96 21.94 9.22
S: -16.47 21.98 7.58
O: -17.35 23.15 7.30
O: -16.78 20.66 7.06
O: -14.96 22.37 7.12
H: -13.15 22.87 7.88
H: -14.45 23.93 8.42
H: -14.13 22.35 10.28
H: -14.12 21.02 9.28
C: -15.99 22.33 13.04
C: -15.64 23.60 13.64
O: -16.20 23.66 14.97
S: -17.61 22.78 14.98
O: -18.79 23.67 14.78
O: -17.76 21.80 16.07
O: -17.27 21.99 13.52
H: -15.20 21.64 13.32
H: -15.89 22.47 11.96
H: -16.18 24.27 12.97
H: -14.60 23.88 13.75
C: -12.73 17.87 15.08
C: -11.44 18.62 15.51
O: -11.23 19.42 14.41
S: -12.72 20.03 13.92
O: -12.62 20.24 12.46
O: -13.13 21.04 14.85
O: -13.45 18.61 14.19
H: -13.33 17.48 15.90
H: -12.43 16.98 14.53
H: -10.61 17.93 15.66
H: -11.47 19.27 16.38
C: -11.57 18.06 7.20
C: -11.98 19.42 7.89
O: -12.25 20.13 6.69
S: -13.13 19.24 5.55
O: -12.79 19.76 4.20
O: -14.52 19.08 6.00
O: -12.23 17.87 5.92
H: -11.82 17.27 7.91
H: -10.51 18.05 6.96
H: -11.22 19.86 8.55
H: -12.94 19.15 8.33
C: -16.58 13.37 9.98
C: -17.99 12.74 9.78
O: -18.25 12.19 11.04
S: -17.13 12.22 12.19
O: -16.92 10.94 12.81
O: -17.37 13.36 13.01
O: -16.00 12.53 11.00
H: -16.56 14.43 10.24
H: -15.99 13.21 9.08
H: -17.95 11.98 8.99
H: -18.71 13.49 9.43
C: -17.10 17.00 11.81
C: -16.73 18.24 12.56
O: -18.05 18.64 12.94
S: -18.99 17.33 13.47
O: -20.48 17.52 13.16
O: -18.62 17.05 14.90
O: -18.24 16.38 12.37
H: -16.18 16.41 11.82
H: -17.19 17.19 10.74
H: -16.35 18.99 11.87
H: -16.19 18.04 13.48
C: -19.94 20.96 11.33
C: -19.41 22.12 10.50
O: -20.04 21.95 9.21
S: -20.37 20.31 8.83
O: -19.26 19.76 8.07
O: -21.74 20.11 8.48
O: -20.02 19.88 10.45
H: -20.89 21.26 11.77
H: -19.41 20.83 12.27
H: -18.35 22.09 10.24
H: -19.68 23.08 10.94
C: -14.92 18.76 0.38
C: -14.62 17.29 0.12
O: -15.50 16.55 1.03
S: -15.49 17.42 2.43
O: -14.20 17.26 3.04
O: -16.72 17.16 3.22
O: -15.57 18.81 1.53
H: -15.60 19.17 -0.36
H: -14.03 19.38 0.38
H: -13.69 16.84 0.46
H: -14.67 16.91 -0.90
C: -12.29 14.30 12.99
C: -13.65 13.66 12.89
O: -13.99 13.15 14.14
S: -12.98 13.50 15.36
O: -12.72 12.37 16.30
O: -13.36 14.75 15.96
O: -11.77 13.86 14.26
H: -12.33 15.39 13.02
H: -11.65 14.08 12.13
H: -13.63 12.63 12.51
H: -14.44 14.24 12.41
C: -13.98 10.03 9.37
C: -13.62 10.97 8.16
O: -12.33 10.52 7.79
S: -11.95 9.05 8.46
O: -10.99 9.21 9.59
O: -11.60 8.06 7.42
O: -13.47 8.79 9.01
H: -15.01 9.94 9.70
H: -13.59 10.41 10.32
H: -13.80 12.00 8.48
H: -14.26 10.74 7.31
C: -19.17 12.06 4.96
C: -19.43 12.35 3.49
O: -18.56 13.30 3.11
S: -17.42 13.74 4.30
O: -17.94 14.94 4.97
O: -16.09 13.70 3.78
O: -17.86 12.30 5.02
H: -19.18 11.00 5.20
H: -19.81 12.70 5.56
H: -20.41 12.36 3.02
H: -18.93 11.49 3.05
C: -9.90 12.49 8.85
C: -9.53 13.58 9.79
O: -8.12 13.46 9.99
S: -7.66 11.88 9.84
O: -7.83 11.27 11.18
O: -6.38 11.71 9.27
O: -8.95 11.45 8.86
H: -9.96 12.91 7.85
H: -10.87 12.02 9.04
H: -10.04 13.40 10.74
H: -9.77 14.60 9.49
C: -22.67 16.63 2.84
C: -21.88 15.33 2.81
O: -20.86 15.60 1.82
S: -20.21 17.05 2.17
O: -19.63 17.75 1.05
O: -19.47 16.94 3.43
O: -21.72 17.64 2.46
H: -22.94 17.13 3.77
H: -23.55 16.54 2.21
H: -22.51 14.57 2.34
H: -21.42 15.22 3.79
C: -12.50 14.55 3.73
C: -13.14 14.43 5.15
O: -12.54 13.35 5.76
S: -12.06 12.20 4.56
O: -13.22 11.53 3.98
O: -10.89 11.48 5.04
O: -11.64 13.44 3.63
H: -11.89 15.41 3.46
H: -13.22 14.42 2.92
H: -14.22 14.32 5.14
H: -12.86 15.39 5.60

Orbital gap: 2.49 eV
LUMO: -0.22617 Ha

Mulliken atomic charge list, values in e, 4 entries: atom 1 (In): 0.970, atom 2 (C): -0.550, atom 3 (C): 0.604, atom 4 (C): 0.443

Molecular formula: CH3NO2
Method: DFT, ωB97M-V/def2-TZVPD

Positions of all 7 atoms, in Å:
C: 0.14 0.17 0.50
N: 1.08 0.60 -0.38
O: 1.06 -0.79 0.12
O: -1.56 -0.11 -0.33
H: -0.11 0.43 1.45
H: 0.82 0.62 -1.36
H: -1.43 -0.92 -0.01

Orbital gap: 11.74 eV
LUMO: 0.03249 Ha
Energy above the lowest of the compared OMol25 structures with the same formula, charge and spin: 593.38 kJ/mol

natural (NBO) atomic charge list, values in e, 4 entries: atom 1 (C): 0.477, atom 2 (N): -0.332, atom 3 (O): -0.342, atom 4 (O): -0.803

Molecular formula: C16H31F6IN7O6P
Method: DFT, ωB97M-V/def2-TZVPD

Positions of all 68 atoms, in Å:
C: -2.77 -4.44 -0.44
O: -2.47 -3.36 -1.31
C: -2.68 -2.11 -0.72
N: -1.46 -1.59 -0.08
C: -0.46 -1.32 -1.03
N: 0.46 -2.19 -1.34
I: 0.67 -3.91 -0.25
C: 1.40 -1.92 -2.45
C: 2.77 -2.58 -2.35
N: 2.88 -3.91 -2.97
N: -0.43 -0.06 -1.61
C: 0.11 0.91 -0.56
C: 1.64 0.98 -0.59
N: 2.30 -0.25 -0.04
C: -0.41 2.32 -0.90
C: -0.54 2.66 -2.38
O: 0.63 2.29 -3.06
C: -0.75 4.17 -2.48
F: 0.38 4.78 -2.10
F: -1.09 4.52 -3.75
F: -1.74 4.60 -1.67
C: -0.34 0.42 0.83
C: -0.27 1.55 1.87
C: -0.43 1.07 3.30
O: 0.84 0.54 3.71
C: 0.78 -0.47 4.66
C: 1.91 -1.48 4.42
F: 1.40 -2.68 4.01
F: 2.61 -1.73 5.56
F: 2.79 -1.08 3.48
C: -1.66 -0.39 0.81
P: -3.18 0.64 0.56
N: -3.37 1.70 1.69
H: -2.33 -5.34 -0.87
H: -3.85 -4.58 -0.37
H: -2.33 -4.29 0.54
H: -3.45 -2.20 0.05
H: -3.03 -1.45 -1.52
H: 1.51 -0.85 -2.56
H: 0.92 -2.29 -3.36
H: 3.44 -1.91 -2.89
H: 3.13 -2.60 -1.32
H: 3.00 -4.63 -2.27
H: 2.05 -4.15 -3.48
H: -1.40 0.18 -1.79
H: 1.93 1.85 -0.01
H: 1.99 1.17 -1.59
H: 3.16 -0.37 -0.55
H: 2.61 -0.05 0.90
H: -1.36 2.54 -0.42
H: 0.32 3.02 -0.48
H: -1.40 2.18 -2.85
H: 0.57 2.57 -3.98
H: 0.39 -0.32 1.18
H: -0.95 2.37 1.68
H: 0.74 1.96 1.80
H: -1.21 0.33 3.43
H: -0.70 1.92 3.92
H: 0.91 -0.08 5.67
H: -0.15 -1.03 4.63
H: -1.79 -0.79 1.82
H: -4.27 -0.23 0.45
H: -3.02 1.17 -0.74
H: -4.26 1.60 2.16
N: 2.34 4.17 -0.01
O: 2.69 3.57 -1.04
O: 2.81 5.26 0.30
O: 1.45 3.64 0.73

Orbital gap: 5.69 eV
LUMO: -0.06889 Ha

natural (NBO) atomic charge list, values in e, 4 entries: atom 1 (C): -0.263, atom 2 (O): -0.539, atom 3 (C): 0.106, atom 4 (N): -0.519